(1)
Below is an isolated molecule of C4H3NO2, with properties calculated with ωB97M-V with the def2-TZVPD basis set.

```
10
Properties=species:S:1:pos:R:3:mulliken_charge:R:1
O -1.889 1.072 0.125 -0.4383
C -0.699 1.142 0.283 -0.0337
C 2.378 -0.011 1.202 -0.1363
N 1.436 0.035 0.500 -0.0228
C 0.273 0.100 -0.295 0.0874
C -0.436 -1.254 -0.420 0.0083
O -0.125 -2.220 0.216 -0.4293
H -0.215 1.961 0.846 0.3728
H 0.546 0.431 -1.308 0.2517
H -1.267 -1.255 -1.148 0.3400
```

Calculated values
F_max in eV Å⁻¹: 1.1
E_tot in eV: -9779.235
HOMO-LUMO gap in eV: 10.770
Spin multiplicity: 1


(2)
Below is the ion C6H12N3O3 with charge +1, with properties calculated with ωB97M-V with the def2-TZVPD basis set.

```
24
Properties=species:S:1:pos:R:3:mulliken_charge:R:1
C -0.938 -1.265 0.254 0.5362
C -1.723 -0.905 2.568 0.0153
C -0.333 0.469 -1.260 -0.5862
C 1.779 -2.132 -0.465 -0.4721
C 0.596 3.938 -0.428 -0.7684
C -0.049 1.822 -1.222 0.0032
N 0.601 -2.896 -0.337 -0.3010
N -0.955 -0.002 -0.092 -0.0297
N -1.337 -1.686 1.469 -0.1404
O -1.717 0.263 2.517 -0.4442
O -0.532 -2.055 -0.729 -0.2781
O -0.053 2.588 -0.208 -0.3576
H -1.777 -1.477 3.477 0.3759
H -0.073 -0.166 -2.068 0.5302
H 1.317 -1.138 -0.459 0.1559
H 2.359 -2.248 0.559 0.2604
H 2.399 -2.246 -1.341 0.3012
H 1.603 3.804 -0.778 0.3477
H 0.440 4.396 0.481 0.3031
H 0.018 4.569 -1.051 0.3585
H 0.490 2.043 -2.159 0.3108
H 0.421 -3.676 -0.948 0.2691
H -1.402 0.632 0.527 0.3368
H -1.134 -2.631 1.693 0.2733
```

Calculated values
F_max in eV Å⁻¹: 6.0
Net charge: +1
E_tot in eV: -17019.187
HOMO-LUMO gap in eV: 8.385
SMILES string: CNO/C(N/C=C\OC)=[NH+]/C=O
Spin multiplicity: 1


(3)
Below is an isolated molecule of C19H21NO2, with properties calculated with ωB97M-V with the def2-TZVPD basis set.

```
43
Properties=species:S:1:pos:R:3:mulliken_charge:R:1
C -4.459 -1.160 -0.735 -0.6658
C -4.064 -2.272 -0.148 -0.2369
C -2.780 -2.416 0.621 -0.6913
N -1.881 -1.309 0.374 0.7247
C -1.150 -1.426 -0.875 -1.2757
H -1.772 -2.006 -1.561 0.6747
C 0.231 -2.085 -0.758 -1.5310
C 1.328 -1.160 -0.298 1.4197
C 2.604 -1.395 -0.805 -1.0914
C 3.693 -0.618 -0.458 0.3183
C 3.501 0.446 0.430 1.1483
C 2.242 0.682 0.940 -0.2595
C 1.143 -0.105 0.593 -0.8150
C -0.176 0.262 1.232 0.2637
C -0.940 1.325 0.462 0.3827
C -2.200 1.715 0.896 -0.4142
C -2.925 2.669 0.204 -0.7823
C -2.395 3.261 -0.930 -0.4932
C -1.133 2.894 -1.360 -0.7666
C -0.411 1.934 -0.671 -0.1953
H 0.570 1.653 -1.024 0.3654
H -0.706 3.351 -2.241 0.4040
H -2.962 4.003 -1.473 0.3978
H -3.908 2.951 0.552 0.3997
H -2.627 1.267 1.778 0.3141
H 0.060 0.697 2.213 0.7972
C -1.057 -0.966 1.509 -2.1718
H -0.401 -1.793 1.840 0.3723
H -1.733 -0.742 2.341 0.7826
H 2.101 1.509 1.626 0.3047
O 4.602 1.207 0.752 -0.6398
H 4.337 1.905 1.360 0.2887
O 4.922 -0.881 -0.973 -0.6196
H 5.536 -0.227 -0.613 0.3135
H 2.771 -2.208 -1.494 0.4373
H 0.511 -2.480 -1.736 0.4576
H 0.166 -2.942 -0.078 0.3622
H -1.030 -0.429 -1.307 0.2388
H -3.030 -2.437 1.687 0.4182
H -2.323 -3.394 0.384 0.3542
H -4.679 -3.164 -0.169 0.3445
H -5.397 -1.097 -1.263 0.2919
H -3.850 -0.273 -0.708 0.0724
```

Calculated values
F_max in eV Å⁻¹: 0.4
E_tot in eV: -25628.285
HOMO-LUMO gap in eV: 8.712
SMILES string: C=CCN1CCc2cc(O)c(O)cc2[C@@H](c2ccccc2)C1
Spin multiplicity: 1


(4)
Below is the ion C3H8NO with charge +1, with properties calculated with ωB97M-V with the def2-TZVPD basis set.

```
13
Properties=species:S:1:pos:R:3:mulliken_charge:R:1
C -1.178 -0.710 0.047 0.2697
C 1.396 -0.849 0.196 -0.4525
C -2.265 0.331 0.232 -1.2854
N 2.222 0.376 -0.091 -0.2347
O 0.038 -0.324 0.082 -0.1087
H -1.274 -1.830 -0.030 0.3968
H 1.753 -1.712 -0.426 0.2446
H -2.965 -0.097 0.784 0.3938
H -2.679 0.511 -0.667 0.3976
H -1.953 1.180 0.634 0.4007
H 2.395 0.926 0.700 0.3141
H 1.932 0.901 -0.847 0.3145
H 3.193 0.155 -0.233 0.3495
```

Calculated values
F_max in eV Å⁻¹: 5.2
Net charge: +1
E_tot in eV: -6767.015
HOMO-LUMO gap (spin up / spin down) in eV: 8.052 / 8.052
Spin multiplicity: 1


(5)
Below is an isolated molecule of C3H4OS2, with properties calculated with ωB97M-V with the def2-TZVPD basis set.

```
10
Properties=species:S:1:pos:R:3:mulliken_charge:R:1
C -0.734 0.021 0.024 0.1838
C 0.215 -1.176 0.064 -0.3673
C 1.307 1.174 0.017 -0.2599
H -0.018 -1.737 0.963 0.3060
H 0.003 -1.839 -0.759 0.3091
H 1.647 1.758 -0.867 0.2845
H 1.627 1.675 0.924 0.2920
O -0.109 1.190 0.024 -0.3263
S -2.364 -0.088 -0.028 -0.2725
S 1.919 -0.506 -0.039 -0.1495
```

Calculated values
F_max in eV Å⁻¹: 1.2
E_tot in eV: -26893.033
HOMO-LUMO gap in eV: 9.278
SMILES string: S=C1CSCO1
Spin multiplicity: 1


(6)
Below is a structure of composition C31H23I2InOPS3, with properties calculated with ωB97M-V with the def2-TZVPD basis set.

```
62
Properties=species:S:1:pos:R:3:mulliken_charge:R:1
In 0.124 -0.150 -0.454 0.8129
C 2.051 1.241 6.481 -0.4965
C 1.804 -0.105 6.253 -0.7439
C 1.372 -0.538 5.008 -0.2169
C 1.192 0.388 3.986 0.2964
C 1.398 1.747 4.228 -0.2039
C 1.834 2.170 5.472 -0.6784
P 0.782 -0.093 2.281 0.2936
C 0.437 -1.879 2.360 0.2057
C 1.352 -2.873 2.031 -0.2153
C 0.977 -4.207 2.120 -0.6777
C -0.300 -4.549 2.536 -0.5050
C -1.219 -3.557 2.856 -0.7061
C -0.857 -2.226 2.757 -0.5480
C 2.370 0.014 1.388 0.5467
C 3.636 -0.033 1.972 -0.1792
C 4.757 0.008 1.156 -0.7687
C 4.630 0.111 -0.224 -0.5384
C 3.373 0.172 -0.821 -0.7252
C 2.273 0.133 0.009 -0.1090
H 2.409 1.569 7.448 0.3997
H 1.948 -0.823 7.049 0.4216
H 1.187 -1.590 4.832 0.4071
H 1.227 2.465 3.433 0.3655
H 1.999 3.223 5.657 0.4076
H 2.353 -2.610 1.715 0.4660
H 1.689 -4.982 1.868 0.4443
H -0.585 -5.590 2.612 0.4010
H -2.216 -3.825 3.180 0.4542
H -1.573 -1.444 2.989 0.4059
H 3.733 -0.110 3.049 0.4794
H 5.743 -0.039 1.599 0.4233
H 5.510 0.152 -0.853 0.4193
H 3.284 0.271 -1.894 0.5565
O -1.220 -1.667 -0.628 -0.4961
C -1.356 -2.093 -1.974 2.5965
C -2.263 -3.311 -1.976 -0.9417
C -3.083 -3.718 -0.972 -0.5049
C -3.820 -4.889 -1.303 -0.6344
C -3.541 -5.342 -2.552 -0.5132
S -2.369 -4.366 -3.340 -0.0414
C -0.024 -2.471 -2.605 -0.2032
C 0.334 -2.444 -3.922 -0.2808
C 1.635 -2.967 -4.151 -0.9792
C 2.234 -3.389 -3.009 -0.5724
S 1.213 -3.198 -1.642 0.0599
C -2.001 -0.966 -2.763 -0.2608
C -3.293 -0.789 -3.115 -0.4577
C -3.550 0.498 -3.679 -0.7887
C -2.458 1.293 -3.714 -0.8071
S -1.060 0.461 -3.123 0.0563
H -3.151 -3.191 -0.031 0.4721
H -4.521 -5.366 -0.634 0.4247
H -3.945 -6.200 -3.065 0.4703
H -0.314 -2.078 -4.705 0.6399
H 2.094 -3.018 -5.128 0.4697
H 3.213 -3.828 -2.891 0.5258
H -4.050 -1.550 -2.986 0.5726
H -4.521 0.804 -4.041 0.4654
H -2.361 2.291 -4.106 0.6306
I -1.229 2.562 0.580 0.2573
I -2.398 4.191 -1.197 -0.0541
```

Calculated values
F_max in eV Å⁻¹: 1.6
Net charge: +1
E_tot in eV: -97731.156
HOMO-LUMO gap in eV: 6.252
Spin multiplicity: 1